12 unconnected molecules or ions with the total composition C72H179N17O12P4 in a non-equilibrium geometry. Source: the Open Molecules 2025 dataset; level of theory: wB97M-V/def2-TZVPD.

Results
**LUMO energy**: 0.492 eV
**E_HOMO**: -8.1 eV
**Frontier orbital gap**: 0.31730 Ha

Bonds (Å) are listed after each position.
Atoms and positions in Å:
1 C 15.8210 -26.7763 5.0763  N2 1.468, H12 1.108, H13 1.071, H14 1.127
2 N 15.5580 -27.7262 6.1646  C1 1.468, C3 1.431, P4 1.675
3 C 16.5126 -27.5968 7.2234  N2 1.431, H15 1.141, H16 1.081, H17 1.124
4 P 14.5562 -29.0329 5.8583  N2 1.675, O5 1.470, N6 1.647, N9 1.655
5 O 14.2888 -29.0267 4.4128  P4 1.470
6 N 15.4105 -30.3733 6.2918  P4 1.647, C7 1.454, C8 1.526
7 C 15.8606 -31.4163 5.3846  N6 1.454, H18 1.138, H19 1.092, H20 1.092
8 C 15.8123 -30.6129 7.7443  N6 1.526, H21 1.084, H22 1.130, H23 1.076
9 N 13.3343 -28.9812 6.9726  P4 1.655, C10 1.471, C11 1.406
10 C 12.6049 -30.1870 7.3951  N9 1.471, H24 1.120, H25 1.092, H26 1.150
11 C 12.6028 -27.8293 7.3103  N9 1.406, H27 1.099, H28 1.088, H29 1.091
12 H 14.8518 -26.5068 4.6106  C1 1.108
13 H 16.4107 -27.2083 4.2930  C1 1.071
14 H 16.3179 -25.8617 5.5079  C1 1.127
15 H 17.4626 -28.1836 6.9898  C3 1.141
16 H 16.0614 -27.9155 8.1531  C3 1.081
17 H 16.7454 -26.4987 7.2775  C3 1.124
18 H 15.4250 -32.4083 5.7313  C7 1.138
19 H 15.4241 -31.2107 4.4048  C7 1.092
20 H 16.9460 -31.4919 5.2972  C7 1.092
21 H 15.6239 -29.7816 8.4144  C8 1.084
22 H 15.1965 -31.4732 8.1407  C8 1.130
23 H 16.8691 -30.8021 7.8150  C8 1.076
24 H 12.7747 -30.4845 8.4611  C10 1.120
25 H 11.5186 -30.1013 7.3210  C10 1.092
26 H 12.8289 -31.0623 6.6831  C10 1.150
27 H 11.6949 -27.8412 6.6902  C11 1.099
28 H 13.1046 -26.8867 7.1006  C11 1.088
29 H 12.4291 -27.7911 8.3869  C11 1.091
30 C 15.9852 -27.8716 -2.4120  N31 1.424, H41 1.100, H42 1.059, H43 1.126
31 N 15.5768 -26.5116 -2.5214  C30 1.424, C32 1.484, P33 1.684
32 C 15.3609 -26.1028 -3.9314  N31 1.484, H44 1.070, H45 1.153, H46 1.034
33 P 15.4053 -25.5071 -1.1810  N31 1.684, O34 1.473, N35 1.681, N38 1.663
34 O 14.9246 -24.1413 -1.4518  P33 1.473
35 N 14.3839 -26.4350 -0.2210  P33 1.681, C36 1.485, C37 1.402
36 C 13.2742 -27.1125 -0.9383  N35 1.485, H47 1.135, H48 1.143, H49 1.095
37 C 13.9708 -25.7457 0.9282  N35 1.402, H50 1.074, H51 1.109, H52 1.172
38 N 16.8280 -25.5534 -0.3211  P33 1.663, C39 1.484, C40 1.459
39 C 17.7868 -24.4431 -0.5415  N38 1.484, H53 1.146, H54 1.063, H55 1.093
40 C 17.2923 -26.6600 0.5080  N38 1.459, H56 1.091, H57 1.084, H58 1.098
41 H 17.0601 -28.0025 -2.6067  C30 1.100
42 H 15.5350 -28.4930 -3.1419  C30 1.059
43 H 15.6999 -28.3400 -1.4290  C30 1.126
44 H 14.5579 -26.6100 -4.4254  C32 1.070
45 H 16.3231 -26.3655 -4.5102  C32 1.153
46 H 15.1330 -25.0985 -4.0228  C32 1.034
47 H 13.6213 -27.7711 -1.7957  C36 1.135
48 H 12.6920 -27.7682 -0.2051  C36 1.143
49 H 12.5418 -26.3799 -1.2929  C36 1.095
50 H 14.7900 -25.3132 1.4725  C37 1.074
51 H 13.2514 -24.9065 0.8419  C37 1.109
52 H 13.5479 -26.5576 1.6597  C37 1.172
53 H 18.5120 -24.5999 -1.4155  C39 1.146
54 H 17.3555 -23.5149 -0.8276  C39 1.063
55 H 18.3136 -24.1999 0.3847  C39 1.093
56 H 17.6936 -26.3067 1.4594  C40 1.091
57 H 18.1141 -27.2523 0.1215  C40 1.084
58 H 16.3660 -27.1915 0.7646  C40 1.098
59 C 15.9693 -19.1107 -4.0394  N60 1.442, H70 1.069, H71 1.135, H72 1.052
60 N 16.2833 -18.5899 -2.7316  C59 1.442, C61 1.455, P62 1.670
61 C 15.8949 -17.2065 -2.5054  N60 1.455, H73 1.111, H74 1.124, H75 1.107
62 P 17.2723 -19.4295 -1.6793  N60 1.670, O63 1.467, N64 1.673, N67 1.662
63 O 17.0796 -20.8788 -1.5581  P62 1.467
64 N 18.8550 -19.1477 -2.1423  P62 1.673, C65 1.451, C66 1.455
65 C 19.3103 -17.9857 -2.8824  N64 1.451, H76 1.109, H77 1.076, H78 1.072
66 C 19.8749 -19.9871 -1.5326  N64 1.455, H79 1.113, H80 1.113, H81 1.142
67 N 17.0286 -18.5486 -0.2917  P62 1.662, C68 1.481, C69 1.437
68 C 18.1319 -17.9519 0.4951  N67 1.481, H82 1.058, H83 1.107, H84 1.137
69 C 15.7577 -18.5647 0.3792  N67 1.437, H85 1.145, H86 1.093, H87 1.068
70 H 14.9534 -18.9937 -4.3509  C59 1.069
71 H 16.3131 -20.1854 -4.1653  C59 1.135
72 H 16.4214 -18.4952 -4.7630  C59 1.052
73 H 14.7908 -17.0897 -2.5516  C61 1.111
74 H 16.2745 -16.7113 -3.4408  C61 1.124
75 H 16.2809 -16.6820 -1.6102  C61 1.107
76 H 20.1449 -17.6382 -2.2400  C65 1.109
77 H 19.7289 -18.2547 -3.8361  C65 1.076
78 H 18.5681 -17.2133 -2.9353  C65 1.072
79 H 19.4013 -20.8303 -0.9808  C66 1.113
80 H 20.6010 -20.2619 -2.3304  C66 1.113
81 H 20.4678 -19.3973 -0.7544  C66 1.142
82 H 18.8898 -17.6554 -0.1807  C68 1.058
83 H 17.6405 -17.1393 1.0636  C68 1.107
84 H 18.5374 -18.8052 1.1286  C68 1.137
85 H 15.3921 -17.5388 0.7334  C69 1.145
86 H 15.7788 -19.1091 1.3271  C69 1.093
87 H 15.0770 -19.0634 -0.2754  C69 1.068
88 C 12.5477 -19.9473 5.6770  N89 1.506, H99 1.101, H100 1.097, H101 1.060
89 N 13.1639 -21.0492 4.8551  C88 1.506, C90 1.414, P91 1.634
90 C 12.9290 -22.3355 5.3921  N89 1.414, H102 1.075, H103 1.095, H104 1.074
91 P 14.3765 -20.7746 3.7945  N89 1.634, O92 1.428, N93 1.608, N96 1.691
92 O 15.6767 -20.8333 4.3829  P91 1.428
93 N 14.1307 -21.7220 2.5189  P91 1.608, C94 1.504, C95 1.445
94 C 15.2233 -22.0152 1.5273  N93 1.504, H105 1.085, H106 1.091, H107 1.105
95 C 12.8409 -22.2784 2.1808  N93 1.445, H108 1.085, H109 1.146, H110 1.100
96 N 14.1131 -19.1940 3.2556  P91 1.691, C97 1.443, C98 1.433
97 C 14.5475 -18.0639 4.0400  N96 1.443, H111 1.119, H112 1.099, H113 1.062
98 C 13.0522 -18.8856 2.3424  N96 1.433, H114 1.104, H115 1.081, H116 1.070
99 H 13.1569 -19.5393 6.4988  C88 1.101
100 H 11.5953 -20.2110 6.1541  C88 1.097
101 H 12.3354 -19.1027 5.0728  C88 1.060
102 H 13.1639 -22.4118 6.4384  C90 1.075
103 H 13.5984 -23.1083 4.9996  C90 1.095
104 H 11.8949 -22.5991 5.2740  C90 1.074
105 H 16.1813 -21.7802 1.9802  C94 1.085
106 H 15.2723 -23.0969 1.3947  C94 1.091
107 H 15.0685 -21.5649 0.5306  C94 1.105
108 H 12.5587 -21.9438 1.1875  C95 1.085
109 H 12.9198 -23.4059 2.3688  C95 1.146
110 H 12.1414 -21.8715 2.9259  C95 1.100
111 H 15.1552 -18.4560 4.8933  C97 1.119
112 H 15.2409 -17.4146 3.4878  C97 1.099
113 H 13.7949 -17.4710 4.4980  C97 1.062
114 H 13.3659 -18.3122 1.4521  C98 1.104
115 H 12.2942 -18.3212 2.8678  C98 1.081
116 H 12.6855 -19.8183 1.9688  C98 1.070
117 C 17.1955 -31.6121 -2.3240  C118 1.497, H128 1.065, H129 1.078, H130 1.098
118 C 18.5131 -31.7084 -1.6196  C117 1.497, C119 1.518, C120 1.502, N126 1.530
119 C 18.7518 -30.3798 -0.9255  C118 1.518, H131 1.051, H132 1.092, H133 1.067
120 C 18.5026 -32.7303 -0.5185  C118 1.502, C121 1.621, H134 1.094, H135 1.124
121 C 18.3848 -34.1612 -1.2716  C120 1.621, C122 1.552, H136 1.081, H137 1.058
122 C 19.7647 -34.4000 -1.9416  C121 1.552, C123 1.593, H138 1.083, H139 1.056
123 C 19.7847 -33.4171 -3.1953  C122 1.593, C124 1.522, C125 1.528, N126 1.535
124 C 21.1844 -33.4178 -3.7934  C123 1.522, H140 1.103, H141 1.101, H142 1.144
125 C 18.7732 -33.7332 -4.2958  C123 1.528, H143 1.099, H144 1.141, H145 1.092
126 N 19.6941 -32.0338 -2.5355  C118 1.530, C123 1.535, O127 1.384
127 O 19.8249 -31.0436 -3.4934  N126 1.384, H146 0.955
128 H 16.2818 -31.3341 -1.8524  C117 1.065
129 H 17.0012 -32.5638 -2.7917  C117 1.078
130 H 17.3035 -30.9647 -3.2044  C117 1.098
131 H 18.1090 -30.2930 -0.0989  C119 1.051
132 H 18.5833 -29.5470 -1.6119  C119 1.092
133 H 19.7455 -30.1863 -0.5870  C119 1.067
134 H 19.3840 -32.7528 0.1295  C120 1.094
135 H 17.5815 -32.6403 0.1190  C120 1.124
136 H 17.5099 -34.1035 -1.9042  C121 1.081
137 H 18.2027 -34.9314 -0.5699  C121 1.058
138 H 19.7283 -35.4060 -2.3404  C122 1.083
139 H 20.5724 -34.2365 -1.2806  C122 1.056
140 H 21.1545 -32.7444 -4.6664  C124 1.103
141 H 21.9994 -33.0513 -3.1509  C124 1.101
142 H 21.3610 -34.4259 -4.3046  C124 1.144
143 H 19.3211 -34.4015 -4.9744  C125 1.099
144 H 17.9319 -34.4026 -3.9132  C125 1.141
145 H 18.3624 -32.8323 -4.7560  C125 1.092
146 H 20.5738 -30.5277 -3.2028  O127 0.955
147 C 9.7911 -26.1643 2.3916  C148 1.574, H158 1.063, H159 1.130, H160 1.084
148 C 10.3171 -26.7485 3.7556  C147 1.574, C149 1.467, C150 1.572, N156 1.469
149 C 11.4142 -25.8853 4.2062  C148 1.467, H161 1.084, H162 1.079, H163 1.092
150 C 9.1857 -26.9395 4.8300  C148 1.572, C151 1.528, H164 1.134, H165 1.090
151 C 8.2881 -28.1344 4.5142  C150 1.528, C152 1.519, H166 1.139, H167 1.126
152 C 9.0935 -29.4067 4.3126  C151 1.519, C153 1.495, H168 1.131, H169 1.114
153 C 10.1722 -29.2858 3.2840  C152 1.495, C154 1.603, C155 1.529, N156 1.486
154 C 11.1632 -30.5455 3.3305  C153 1.603, H170 1.148, H171 1.053, H172 1.103
155 C 9.5600 -29.4636 1.8946  C153 1.529, H173 1.080, H174 1.137, H175 1.103
156 N 10.9512 -28.0668 3.6224  C148 1.469, C153 1.486, O157 1.410
157 O 12.0236 -27.9531 2.7136  N156 1.410, H176 0.948
158 H 8.9792 -26.6495 1.9072  C147 1.063
159 H 9.6554 -25.0503 2.5238  C147 1.130
160 H 10.6280 -26.1892 1.7031  C147 1.084
161 H 10.8942 -25.1888 4.8533  C149 1.084
162 H 12.1424 -26.4910 4.7239  C149 1.079
163 H 11.8876 -25.3200 3.4003  C149 1.092
164 H 9.7581 -27.1294 5.7900  C150 1.134
165 H 8.6232 -26.0148 4.9586  C150 1.090
166 H 7.5620 -28.1334 5.3913  C151 1.139
167 H 7.7579 -27.9942 3.5309  C151 1.126
168 H 8.4662 -30.3027 4.0250  C152 1.131
169 H 9.4294 -29.7493 5.3177  C152 1.114
170 H 12.1215 -30.2297 2.7823  C154 1.148
171 H 10.6570 -31.3316 2.8455  C154 1.053
172 H 11.4253 -30.8557 4.3558  C154 1.103
173 H 10.2469 -29.2484 1.0899  C155 1.080
174 H 8.7250 -28.7043 1.7575  C155 1.137
175 H 9.1818 -30.4895 1.7524  C155 1.103
176 H 12.7548 -28.2474 3.2404  O157 0.948
177 C 18.5479 -27.1184 -8.6865  C178 1.569, H188 1.040, H189 1.044, H190 1.046
178 C 19.1744 -28.0298 -7.5732  C177 1.569, C179 1.567, C180 1.580, N186 1.459
179 C 19.1635 -27.0218 -6.3732  C178 1.567, H191 1.093, H192 1.082, H193 1.102
180 C 18.1030 -29.1831 -7.4368  C178 1.580, C181 1.550, H194 1.103, H195 1.132
181 C 18.5880 -30.3717 -6.5678  C180 1.550, C182 1.502, H196 1.099, H197 1.131
182 C 19.8929 -30.9242 -7.0659  C181 1.502, C183 1.531, H198 1.077, H199 1.056
183 C 20.9520 -29.8202 -7.1125  C182 1.531, C184 1.529, C185 1.530, N186 1.541
184 C 21.4765 -29.3720 -5.7482  C183 1.529, H200 1.133, H201 1.065, H202 1.093
185 C 22.1259 -30.3875 -7.9129  C183 1.530, H203 1.072, H204 1.123, H205 1.097
186 N 20.4300 -28.6546 -7.9745  C178 1.459, C183 1.541, O187 1.446
187 O 21.5082 -27.6963 -8.0766  N186 1.446, H206 0.984
188 H 18.9086 -26.1430 -8.7145  C177 1.040
189 H 18.7739 -27.4642 -9.6448  C177 1.044
190 H 17.5042 -27.0502 -8.6516  C177 1.046
191 H 18.2440 -26.4309 -6.4024  C179 1.093
192 H 19.1946 -27.5052 -5.4060  C179 1.082
193 H 19.9772 -26.2956 -6.5320  C179 1.102
194 H 17.1064 -28.7587 -7.2262  C180 1.103
195 H 17.9407 -29.5231 -8.5037  C180 1.132
196 H 18.7716 -30.0816 -5.5242  C181 1.099
197 H 17.7762 -31.1587 -6.5306  C181 1.131
198 H 19.7785 -31.3093 -8.0649  C182 1.077
199 H 20.3156 -31.6653 -6.4437  C182 1.056
200 H 21.9651 -30.2742 -5.2675  C184 1.133
201 H 20.6717 -29.0254 -5.1434  C184 1.065
202 H 22.2524 -28.6110 -5.8596  C184 1.093
203 H 21.8225 -30.5931 -8.9202  C185 1.072
204 H 22.4324 -31.3798 -7.4857  C185 1.123
205 H 22.9966 -29.7250 -7.8379  C185 1.097
206 H 21.7108 -27.7643 -9.0370  O187 0.984
207 C 12.9369 -23.2560 -3.7370  C208 1.561, H218 1.123, H219 1.069, H220 1.076
208 C 11.5520 -22.5485 -3.8739  C207 1.561, C209 1.537, C210 1.516, N216 1.527
209 C 10.8972 -22.7531 -5.2492  C208 1.537, H221 1.096, H222 1.074, H223 1.052
210 C 10.5037 -23.0022 -2.8772  C208 1.516, C211 1.526, H224 1.150, H225 1.097
211 C 10.8292 -22.7053 -1.4160  C210 1.526, C212 1.532, H226 1.085, H227 1.110
212 C 10.9146 -21.1835 -1.2636  C211 1.532, C213 1.514, H228 1.114, H229 1.102
213 C 11.9875 -20.6223 -2.1730  C212 1.514, C214 1.519, C215 1.518, N216 1.520
214 C 11.8405 -19.1122 -2.2425  C213 1.519, H230 1.047, H231 1.081, H232 1.088
215 C 13.4089 -20.9010 -1.7169  C213 1.518, H233 1.065, H234 1.120, H235 1.074
216 N 11.6898 -21.0530 -3.6002  C208 1.527, C213 1.520, O217 1.424
217 O 12.6333 -20.4373 -4.4704  N216 1.424, H236 0.962
218 H 13.3322 -23.1570 -2.6901  C207 1.123
219 H 12.7922 -24.3115 -3.8243  C207 1.069
220 H 13.6441 -22.8865 -4.4583  C207 1.076
221 H 10.2333 -21.9169 -5.4964  C209 1.096
222 H 11.6023 -22.8781 -6.0500  C209 1.074
223 H 10.3017 -23.6197 -5.2706  C209 1.052
224 H 9.6150 -22.3540 -3.2111  C210 1.150
225 H 10.1761 -24.0176 -3.1332  C210 1.097
226 H 10.0795 -23.0902 -0.7329  C211 1.085
227 H 11.7311 -23.1821 -0.9775  C211 1.110
228 H 11.1223 -20.8262 -0.2287  C212 1.114
229 H 10.0113 -20.6260 -1.5594  C212 1.102
230 H 12.6297 -18.6618 -2.7624  C214 1.047
231 H 11.7327 -18.7704 -1.2223  C214 1.081
232 H 10.9186 -18.7837 -2.7173  C214 1.088
233 H 13.8155 -20.1598 -1.0697  C215 1.065
234 H 14.1972 -20.8981 -2.5125  C215 1.120
235 H 13.4420 -21.8293 -1.1785  C215 1.074
236 H 13.4467 -20.9407 -4.3695  O217 0.962
237 C 10.5791 -33.7081 -6.4272  C238 1.500, H248 1.112, H249 1.083, H250 1.060
238 C 11.4600 -32.7441 -5.6898  C237 1.500, C239 1.602, C240 1.499, N246 1.485
239 C 11.0673 -31.2894 -6.2343  C238 1.602, H251 1.070, H252 1.094, H253 1.089
240 C 11.2221 -32.8111 -4.2117  C238 1.499, C241 1.479, H254 1.060, H255 1.104
241 C 12.2408 -32.1566 -3.3618  C240 1.479, C242 1.580, H256 1.069, H257 1.056
242 C 13.6445 -32.7964 -3.7048  C241 1.580, C243 1.507, H258 1.080, H259 1.100
243 C 13.9250 -32.7813 -5.1855  C242 1.507, C244 1.578, C245 1.611, N246 1.431
244 C 14.4257 -31.3618 -5.6603  C243 1.578, H260 1.068, H261 1.081, H262 1.086
245 C 15.1323 -33.7879 -5.5370  C243 1.611, H263 1.086, H264 1.076, H265 1.098
246 N 12.8234 -33.2691 -5.9569  C238 1.485, C243 1.431, O247 1.427
247 O 13.1171 -33.1414 -7.3470  N246 1.427, H266 0.935
248 H 10.7833 -34.7864 -6.2491  C237 1.112
249 H 10.6505 -33.5240 -7.4922  C237 1.083
250 H 9.5620 -33.5221 -6.1918  C237 1.060
251 H 11.4677 -31.0010 -7.1842  C239 1.070
252 H 11.3139 -30.5732 -5.4445  C239 1.094
253 H 9.9812 -31.3642 -6.2549  C239 1.089
254 H 10.2213 -32.5867 -3.9452  C240 1.060
255 H 11.2212 -33.8333 -3.7937  C240 1.104
256 H 11.9543 -32.2084 -2.3330  C241 1.069
257 H 12.3560 -31.1272 -3.5665  C241 1.056
258 H 13.6278 -33.7974 -3.2990  C242 1.080
259 H 14.4598 -32.3309 -3.1322  C242 1.100
260 H 15.4011 -31.2779 -5.2347  C244 1.068
261 H 14.4570 -31.2588 -6.7362  C244 1.081
262 H 13.7723 -30.5663 -5.3143  C244 1.086
263 H 16.0329 -33.5256 -4.9891  C245 1.086
264 H 14.9104 -34.8238 -5.3500  C245 1.076
265 H 15.4220 -33.6171 -6.5818  C245 1.098
266 H 12.8319 -33.9447 -7.7310  O247 0.935
267 C 17.6004 -23.2490 -4.2518  O268 1.400, H269 1.114, H270 1.121, H271 1.099
268 O 18.6483 -22.6273 -3.5627  C267 1.400, H272 1.007
269 H 16.7471 -22.5643 -4.4608  C267 1.114
270 H 17.9526 -23.4740 -5.2915  C267 1.121
271 H 17.3796 -24.1851 -3.7200  C267 1.099
272 H 18.1666 -22.0734 -2.8730  O268 1.007
273 C 17.7155 -23.3249 3.9347  O274 1.456, H275 1.117, H276 1.098, H277 1.100
274 O 16.6677 -23.4695 4.9352  C273 1.456, H278 0.986
275 H 17.5895 -24.1201 3.1608  C273 1.117
276 H 17.7195 -22.4229 3.3086  C273 1.098
277 H 18.7219 -23.3612 4.3784  C273 1.100
278 H 16.2535 -22.5747 4.9110  O274 0.986
279 C 16.0800 -29.8301 1.6039  O280 1.395, H281 1.085, H282 1.111, H283 1.133
280 O 14.9680 -29.0332 1.8760  C279 1.395, H284 0.952
281 H 16.1947 -30.7690 2.1344  C279 1.085
282 H 15.9884 -30.0314 0.5156  C279 1.111
283 H 17.0693 -29.2924 1.7348  C279 1.133
284 H 14.9525 -28.8099 2.8018  O280 0.952